# 1
Computed, not measured: a structure of composition C38H93AgCaCl2N7O7, with wB97M-V/def2-TZVPD.

Positions of all 149 atoms, in Å:
Ag -0.76 1.09 -0.39
Ca 2.82 1.96 -1.68
Cl 2.10 0.36 -3.57
Cl 0.81 3.15 -0.49
O 1.40 -0.24 3.67
O 0.30 -4.28 0.20
O -3.56 3.46 3.90
O -2.19 2.51 -2.97
O 2.19 -5.77 -1.92
O 4.94 2.59 -2.44
O 3.66 0.48 0.21
N -1.48 0.72 1.62
N -0.94 -4.89 0.63
N 2.60 3.44 -3.70
N -3.62 3.20 2.46
N 3.46 -5.11 -5.37
N 3.90 3.41 0.38
N -0.81 -0.11 -2.29
C 0.41 -0.20 2.67
C 3.45 -3.53 -3.36
C -4.98 2.81 2.10
C -1.91 0.16 -3.22
C 4.13 5.30 -3.18
C -3.27 0.01 -2.57
C 3.87 1.24 1.40
C -4.16 3.30 -0.28
C 0.34 -6.30 2.20
C -3.17 -4.87 2.39
C -2.13 -4.01 0.24
C -1.85 1.51 -3.91
C 5.96 1.84 -1.81
C -0.35 1.05 2.55
C -0.88 1.50 3.95
C 4.95 2.83 -3.88
C -2.01 -5.78 2.65
C -4.81 2.24 0.67
C -0.19 -4.06 2.85
C -3.62 5.69 1.64
C -2.24 -4.12 -1.24
C 3.51 -5.02 -3.91
C -2.82 3.73 0.24
C -1.84 3.86 -3.26
C -2.93 4.34 1.72
C -6.13 3.87 2.17
C -1.54 4.57 2.26
C 4.71 3.18 2.64
C -5.34 1.65 3.15
C -3.38 -4.71 0.87
C -2.12 -2.55 0.63
C 2.25 -5.79 -3.34
C 2.85 -6.92 -1.37
C 3.50 -0.94 0.34
C 4.62 2.51 1.29
C 3.95 3.99 -4.06
C -0.70 -5.22 2.07
C 1.50 -1.39 4.45
H 4.46 -3.09 -3.25
H 4.77 2.02 -4.53
H 3.19 5.95 -3.30
H -1.19 -1.97 0.43
H 5.32 4.07 2.60
H -2.49 4.52 -2.64
H -4.22 -3.98 0.71
H -5.83 1.89 0.34
H 3.15 -1.27 -0.64
H 1.34 -5.19 -3.64
H 5.31 2.56 3.32
H -3.25 -1.04 -2.25
H -4.70 4.29 -0.43
H -4.01 5.99 2.56
H 5.06 5.99 -3.39
H 2.28 -2.12 4.11
H 5.52 1.12 -1.12
H -4.55 0.91 3.31
H -4.03 0.08 -3.35
H -1.59 5.03 3.26
H -6.05 4.33 3.12
H 2.89 1.49 1.80
H -5.71 2.04 4.08
H -3.15 -3.70 -1.61
H 2.77 -2.86 -3.92
H -0.79 3.98 -3.00
H 4.48 -1.47 0.51
H 0.28 1.83 2.15
H 0.15 -7.21 1.51
H 2.58 -7.08 -0.34
H 6.49 1.26 -2.57
H 1.32 -5.92 1.86
H -7.17 3.55 2.06
H 0.86 -0.52 1.77
H -2.44 4.52 -0.42
H 0.71 -4.82 -0.48
H 3.04 -3.54 -2.38
H 4.34 -4.83 -5.76
H 2.79 -4.50 -5.65
H -1.58 2.40 3.79
H 3.99 -6.83 -1.45
H 0.12 0.07 -2.79
H -2.21 -6.77 2.20
H 2.37 2.66 -4.23
H -2.92 -2.17 0.01
H -0.36 -0.94 3.04
H -2.56 1.47 -4.75
H -0.95 5.28 1.69
H -2.27 1.37 1.80
H 5.57 2.34 0.82
H -6.02 4.57 1.34
H 2.94 3.44 0.69
H -2.86 6.46 1.48
H -1.84 -5.98 3.70
H -2.14 -5.15 -1.52
H 0.27 -6.63 3.28
H -1.56 0.69 4.25
H -6.20 1.16 2.60
H -3.49 -5.73 0.41
H 2.79 -1.20 1.14
H 2.16 -6.84 -3.74
H 6.67 2.47 -1.31
H -0.92 -3.22 2.89
H -0.11 1.75 4.67
H 3.98 4.40 -5.06
H -3.09 -3.95 2.91
H -1.40 -3.59 -1.71
H -0.87 1.83 -4.46
H 0.79 -3.67 2.57
H -2.02 4.18 -4.30
H -4.10 -5.41 2.72
H -1.00 3.69 2.44
H -4.35 5.74 0.87
H -3.27 0.62 -1.69
H -3.93 4.41 3.98
H -1.73 -0.24 1.86
H 4.19 4.39 0.40
H 1.88 4.12 -3.87
H 4.30 5.10 -2.13
H -0.83 -1.11 -2.01
H 2.48 -7.83 -1.88
H 5.94 3.23 -4.02
H -4.13 1.41 0.66
H -4.07 2.97 -1.31
H -0.06 -4.40 3.85
H -2.48 -2.44 1.66
H 4.38 -5.55 -3.57
H 3.65 3.36 3.00
H 1.64 -1.06 5.49
H 4.20 0.61 2.23
H -1.83 -0.49 -4.06
H -2.10 2.96 0.20
H 0.56 -2.00 4.42

Results
total charge	+1
E_HOMO	-10.41	eV

Here are the Mulliken charges for atoms 1 to 5, given in e:
1 Ag 0.96
2 Ca 0.89
3 Cl -0.76
4 Cl -1.12
5 O -0.32

# 2
Computed, not measured: a cluster of 10 separate species, C38H96O23P2 in total, with wB97M-V/def2-TZVPD.

Positions of all 159 atoms, in Å:
P -9.63 13.94 -18.98
P -13.43 16.09 -13.46
O -14.82 15.94 -14.18
O -8.40 19.06 -11.36
O -20.00 11.93 -11.31
O -22.10 15.46 -17.80
O -7.89 13.70 -13.30
O -13.71 15.63 -11.96
O -9.62 13.62 -17.45
O -9.53 15.35 -19.37
O -15.97 16.52 -18.98
O -18.73 14.49 -16.96
O -10.41 21.05 -15.76
O -8.75 15.59 -11.19
O -14.42 23.46 -13.39
O -10.99 13.33 -19.57
O -16.59 12.44 -12.21
O -8.49 12.97 -19.49
O -14.72 21.32 -19.56
O -13.40 17.53 -18.35
O -13.17 17.63 -13.28
O -13.48 21.04 -12.43
O -15.23 20.05 -16.37
O -6.48 20.44 -13.02
O -12.33 15.40 -14.13
C -14.55 20.78 -11.54
C -8.25 20.19 -16.23
C -9.20 19.57 -12.41
C -8.86 15.21 -9.85
C -17.73 12.68 -11.44
C -13.03 23.25 -13.26
C -20.12 14.38 -16.89
C -5.74 21.61 -13.16
C -10.72 14.18 -16.69
C -7.15 18.55 -11.73
C -22.93 14.36 -18.10
C -12.37 16.89 -19.10
C -15.43 13.00 -11.64
C -8.88 14.68 -13.39
C -15.21 21.21 -17.18
C -7.99 13.19 -20.80
C -12.95 16.12 -10.88
C -9.03 21.38 -15.65
C -13.69 20.36 -19.76
C -17.26 16.97 -19.23
C -14.74 24.70 -13.95
C -9.59 14.85 -12.08
C -12.73 22.19 -12.21
C -18.02 13.69 -16.05
C -21.18 11.46 -11.92
C -20.72 15.21 -18.00
C -15.57 16.73 -17.66
C -16.01 16.45 -13.58
C -10.59 20.05 -16.78
C -7.45 13.26 -14.58
C -11.15 11.93 -19.73
C -9.33 19.20 -16.67
C -18.89 12.02 -12.16
C -14.07 16.69 -17.45
C -15.67 20.88 -18.58
C -14.74 20.31 -15.09
C -12.22 18.30 -14.10
C -6.11 19.63 -11.94
H -17.02 13.49 -16.44
H -9.46 18.37 -15.97
H -10.25 19.49 -12.11
H -11.65 16.46 -18.40
H -14.53 19.41 -14.50
H -12.63 22.88 -14.22
H -17.97 13.74 -11.29
H -23.94 14.72 -18.28
H -21.13 10.37 -12.09
H -8.84 22.28 -16.25
H -11.53 14.51 -17.34
H -9.86 13.90 -11.60
H -15.91 17.06 -12.69
H -11.23 17.87 -14.08
H -11.51 11.68 -20.73
H -16.59 21.38 -18.86
H -18.47 12.70 -15.94
H -13.22 20.09 -18.80
H -19.13 12.52 -13.11
H -15.90 17.64 -17.13
H -8.36 15.95 -9.23
H -14.21 21.65 -17.16
H -8.47 14.21 -9.65
H -17.47 18.01 -18.97
H -21.29 11.87 -12.93
H -16.66 15.62 -13.29
H -14.31 21.12 -10.52
H -14.70 19.70 -11.61
H -5.12 19.16 -12.10
H -11.09 13.42 -16.01
H -22.57 13.82 -18.99
H -17.60 12.20 -10.46
H -17.44 16.90 -20.31
H -13.63 16.37 -10.06
H -15.87 21.97 -16.74
H -7.90 14.25 -21.06
H -10.74 20.53 -17.76
H -6.97 12.80 -20.83
H -12.59 18.41 -15.13
H -20.54 14.77 -18.99
H -13.86 16.99 -16.42
H -14.53 12.52 -12.01
H -7.61 20.47 -17.07
H -15.78 19.80 -18.72
H -20.52 14.79 -15.95
H -6.81 17.95 -10.89
H -5.92 22.29 -12.32
H -15.43 21.36 -11.83
H -21.99 11.70 -11.24
H -14.79 25.52 -13.21
H -12.83 22.62 -11.20
H -22.93 13.66 -17.26
H -20.51 13.35 -16.91
H -10.55 15.36 -12.16
H -8.08 12.42 -14.90
H -11.90 17.68 -19.68
H -12.37 17.03 -11.08
H -8.47 15.67 -13.63
H -9.65 14.43 -14.13
H -14.08 25.00 -14.77
H -12.23 15.38 -10.52
H -12.93 20.86 -20.36
H -15.35 14.06 -11.92
H -16.04 15.98 -16.98
H -8.99 19.05 -13.35
H -11.68 21.96 -12.41
H -12.47 24.18 -13.06
H -5.97 20.21 -11.01
H -16.51 17.04 -14.35
H -15.53 20.79 -14.50
H -17.89 14.20 -15.08
H -14.07 19.45 -20.23
H -8.54 12.64 -21.57
H -11.87 11.55 -19.00
H -7.24 17.95 -12.65
H -15.42 12.95 -10.54
H -10.25 11.36 -19.52
H -13.76 15.64 -17.49
H -9.03 20.65 -12.48
H -18.05 16.35 -18.78
H -6.41 12.95 -14.49
H -7.53 19.76 -15.53
H -9.93 15.23 -9.57
H -12.21 19.33 -13.75
H -18.50 11.04 -12.49
H -11.52 19.56 -16.53
H -7.57 14.02 -15.36
H -8.78 21.58 -14.61
H -4.67 21.43 -13.30
H -13.79 20.85 -15.11
H -15.76 24.64 -14.34
H -12.74 16.11 -19.76
H -6.09 22.14 -14.05
H -9.04 18.79 -17.64
H -20.27 16.20 -18.00
H -10.39 15.07 -16.15

Results
E_HOMO	-9.11	eV
structure (SMILES)	COP(=O)(OC)OC.COP(=O)(OC)OC.C1CCOC1.COCCOC.COCCOC.COCCOC.COCCOC.COCCOC.COCCOC.COCCOC

Here are the Mulliken charges for atoms 1 to 5, given in e:
1 P 0.95
2 P -0.86
3 O 0.48
4 O -0.52
5 O -0.36

Summary of electronic energy in Eh
-4158.3926, -3918.5067
(order as listed above)
Summary of max |F| in eV/A
3.7, 2.1
(order as listed above)
Summary of HOMO-LUMO gap in eV
8.84, 9.65
(order as listed above)